i | Here is a single C4H9O2P molecule from OMol25. Energies are from wB97M-V/def2-TZVPD.

Last column: natural (NBO) charge in e.
Geometry (Å):
1 C -0.375 1.034 -0.769  -0.760
2 C 0.058 -0.006 0.180  0.167
3 C -0.658 -0.047 1.468  -0.750
4 P 1.649 -0.747 -0.029  0.552
5 O 0.904 -1.440 -1.913  -0.755
6 C -0.102 -2.182 -1.739  0.643
7 O -0.997 -1.901 -0.922  -0.679
8 H -0.505 1.999 -0.362  0.245
9 H -1.377 0.775 -1.307  0.281
10 H 0.446 1.121 -1.616  0.247
11 H -0.100 -0.347 2.289  0.243
12 H -1.351 -0.987 1.253  0.313
13 H -1.200 0.914 1.500  0.230
14 H 2.333 0.201 -0.861  -0.003
15 H 2.112 -0.197 1.148  -0.076
16 H -0.337 -2.896 -2.519  0.102

Summary:
- Molecular weight: 120.09 u
- Total charge: 0
- SMILES: CC(C)=[PH2]OC=O

ii | Here is a single C4H9O2P molecule from OMol25. Energies are from wB97M-V/def2-TZVPD.

Last column: natural (NBO) charge in e.
Geometry (Å):
1 C -2.913 -0.746 -0.440  -0.716
2 C -1.975 0.410 -0.493  0.836
3 O -1.931 1.291 -1.269  -0.528
4 O -0.697 0.191 0.447  -0.863
5 P 0.554 1.167 -0.124  1.073
6 C 1.755 0.119 0.845  -0.937
7 C 0.809 0.492 -1.831  -0.992
8 H -3.864 -0.521 -0.628  0.235
9 H -2.541 -1.451 -1.248  0.255
10 H -2.789 -1.277 0.530  0.249
11 H 2.723 0.621 0.870  0.229
12 H 1.785 -0.854 0.385  0.218
13 H 1.181 -0.033 1.747  0.241
14 H -0.193 0.119 -2.080  0.232
15 H 1.496 -0.471 -2.013  0.227
16 H 0.958 1.313 -2.555  0.241

Summary:
- Molecular weight: 120.09 u
- Total charge: 0
- SMILES: CC(=O)OP(C)C

ii has the most favorable energy; the next structure is 0.1008 hartree above.

i | Here is a single C4H9O2P molecule from OMol25. Energies are from wB97M-V/def2-TZVPD.

Last column: natural (NBO) charge in e.
Geometry (Å):
1 C 1.452 1.233 0.419  -0.462
2 C 1.287 -0.067 0.303  0.309
3 C 2.102 -1.062 -0.427  -0.678
4 O 0.131 -0.637 0.885  -0.823
5 P -1.189 -1.185 0.130  1.176
6 O -1.805 0.133 -0.624  -0.819
7 C -2.673 0.948 0.131  -0.252
8 H 0.834 1.870 1.063  0.221
9 H 2.394 1.615 0.019  0.205
10 H 2.449 -1.968 0.324  0.221
11 H 1.485 -1.780 -0.954  0.237
12 H 2.965 -0.742 -0.970  0.236
13 H -0.606 -1.700 -1.174  -0.119
14 H -3.796 0.784 -0.179  0.172
15 H -2.398 1.919 -0.154  0.195
16 H -2.633 0.637 1.208  0.181

Summary:
- Molecular weight: 120.09 u
- Total charge: 0
- SMILES: C=C(C)OPOC

ii | Here is a single C4H9O2P molecule from OMol25. Energies are from wB97M-V/def2-TZVPD.

Last column: natural (NBO) charge in e.
Geometry (Å):
1 O -2.939 1.295 -1.070  -0.579
2 C -1.943 1.168 -0.411  0.795
3 O -1.947 1.368 0.934  -0.706
4 C -0.610 0.771 -1.001  -0.521
5 C 0.562 0.544 -0.030  -0.418
6 C 0.768 -0.935 0.352  -0.687
7 P 2.563 -1.374 0.557  0.280
8 H -2.821 1.098 1.259  0.500
9 H -0.352 1.515 -1.763  0.247
10 H -0.813 -0.150 -1.560  0.238
11 H 1.479 0.984 -0.428  0.213
12 H 0.342 1.087 0.893  0.231
13 H 0.279 -1.139 1.310  0.232
14 H 0.306 -1.613 -0.370  0.222
15 H 2.467 -2.192 1.701  -0.024
16 H 2.657 -2.427 -0.375  -0.023

Summary:
- Molecular weight: 120.09 u
- Total charge: 0
- SMILES: O=C(O)CCCP

ii has the most favorable energy; the next structure is 0.0351 hartree above.

i | Here is an isolated ion of composition C6H10NO and charge -1 from OMol25. Energies are from wB97M-V/def2-TZVPD.

Last column: natural (NBO) charge in e.
Geometry (Å):
1 C 2.304 0.882 -0.599  -0.711
2 C 1.110 0.432 -0.101  0.227
3 C 0.628 -0.991 -0.505  -0.449
4 C -0.421 -1.338 0.576  -0.406
5 C -0.916 0.135 0.852  -0.044
6 C -1.839 0.497 -0.292  -0.618
7 N 0.307 0.832 0.821  -0.149
8 O 0.309 2.146 1.498  -0.787
9 H 2.792 1.768 -0.420  0.198
10 H 2.638 0.203 -1.437  0.155
11 H 0.386 -0.933 -1.525  0.198
12 H 1.496 -1.641 -0.464  0.203
13 H -1.109 -2.050 0.155  0.184
14 H 0.039 -1.855 1.445  0.200
15 H -1.393 0.198 1.796  0.196
16 H -1.447 0.038 -1.227  0.195
17 H -2.011 1.650 -0.460  0.227
18 H -2.873 0.027 -0.112  0.180

Summary:
- Molecular weight: 112.15 u
- Total charge: -1
- SMILES: C=C1CC[C@H](C)N1[O-]

ii | Here is an isolated ion of composition C6H10NO and charge -1 from OMol25. Energies are from wB97M-V/def2-TZVPD.

Last column: natural (NBO) charge in e.
Geometry (Å):
1 C -2.244 0.477 -2.566  -0.533
2 C -1.172 0.764 -2.087  0.203
3 N -0.009 0.937 -1.574  -0.181
4 O 1.010 1.219 -2.444  -0.784
5 C 0.439 -0.144 -0.326  -0.060
6 C 0.117 -1.570 -0.637  -0.637
7 C -0.078 0.258 0.976  -0.424
8 C 0.738 1.505 1.329  -0.613
9 H -3.288 0.641 -2.736  0.201
10 H 1.499 -0.095 -0.246  0.197
11 H -0.884 -1.894 -0.426  0.200
12 H 0.074 -1.695 -1.684  0.234
13 H 0.867 -2.298 -0.246  0.188
14 H 0.018 -0.486 1.752  0.189
15 H -1.159 0.649 1.030  0.204
16 H 0.896 2.050 0.353  0.257
17 H 0.318 2.112 2.201  0.187
18 H 1.815 1.130 1.601  0.172

Summary:
- Molecular weight: 112.15 u
- Total charge: -1
- SMILES: C#CN([O-])[C@H](C)CC

i has the most favorable energy; the next structure is 0.0747 hartree above.

i | Here is a single C8H11NO4S molecule from OMol25. Energies are from wB97M-V/def2-TZVPD.

Last column: natural (NBO) charge in e.
Geometry (Å):
1 C 0.831 -1.741 0.765  -0.158
2 C 0.665 -1.175 1.999  -0.264
3 C 0.352 -1.253 -0.558  -0.355
4 C 0.066 0.213 2.157  0.132
5 C 0.191 1.611 -2.524  0.678
6 C 0.985 -0.421 -1.357  0.348
7 C -0.662 0.392 3.450  -0.668
8 C 0.274 0.069 -2.659  -0.546
9 N -0.958 2.177 -2.101  -0.807
10 O 1.215 2.246 -2.668  -0.636
11 O -0.336 0.843 1.025  -0.648
12 O 0.722 2.937 2.138  -0.904
13 O 2.157 0.090 -1.015  -0.660
14 S 1.114 1.677 1.478  1.352
15 H 1.442 -2.742 0.863  0.215
16 H 1.153 -1.502 2.931  0.219
17 H -0.561 -1.786 -0.757  0.223
18 H 0.139 0.222 4.207  0.227
19 H -1.505 -0.335 3.611  0.232
20 H -1.156 1.394 3.581  0.248
21 H -0.764 -0.292 -2.699  0.224
22 H 0.748 -0.106 -3.638  0.244
23 H -1.676 1.634 -1.772  0.391
24 H -1.114 3.186 -2.117  0.412
25 H 2.431 0.508 -1.840  0.500

Summary:
- Molecular weight: 217.25 u
- Total charge: 0

ii | Here is a single C8H11NO4S molecule from OMol25. Energies are from wB97M-V/def2-TZVPD.

Last column: natural (NBO) charge in e.
Geometry (Å):
1 C -2.419 -0.429 -0.771  -0.661
2 C -1.178 0.196 -0.121  -0.142
3 C -1.232 1.737 -0.151  -0.630
4 S -1.422 -0.318 1.655  0.285
5 C 0.017 -0.027 2.628  -0.272
6 C 1.260 0.165 2.243  -0.360
7 C 1.962 0.068 0.959  0.610
8 O 3.153 0.003 0.980  -0.598
9 N 1.357 0.355 -0.273  -0.153
10 O 2.231 0.463 -1.318  -0.589
11 C 0.124 -0.293 -0.809  -0.187
12 C 0.437 -1.791 -0.980  0.786
13 O 0.111 -2.582 -0.186  -0.529
14 O 1.247 -2.006 -2.062  -0.698
15 H -2.724 -0.187 -1.839  0.238
16 H -3.351 0.067 -0.169  0.232
17 H -2.550 -1.542 -0.788  0.252
18 H -0.904 2.052 -1.057  0.207
19 H -0.491 2.305 0.473  0.239
20 H -2.249 2.229 -0.076  0.231
21 H -0.166 -0.175 3.654  0.233
22 H 1.964 0.212 3.124  0.241
23 H 3.171 0.436 -0.870  0.515
24 H -0.009 0.221 -1.822  0.235
25 H 1.659 -1.159 -2.425  0.517

Summary:
- Molecular weight: 217.25 u
- Total charge: 0
- SMILES: CC1(C)SC=CC(=O)N(O)[C@H]1C(=O)O

ii has the most favorable energy; the next structure is 0.0024 hartree above.